No. 1
# C5H10O

An isolated molecule of C5H10O at a distorted geometry (the ωB97M-V functional and the def2-TZVPD basis, OMol25).

Properties
LUMO energy = 1.03 eV
orbital gap = 10.7 eV
HOMO energy = -9.70 eV
ΔE to the lowest compared entry with this formula, charge and spin = 1.058 eV
largest force on an atom = 0.0236 hartree/bohr
2S+1 = 1
charge = 0
calculated total energy = -7393.7075 eV

Each line ends with the Löwdin charge.
Geometry (Å):
O  -0.91  1.16  1.24  -0.007
C  -0.83  -0.06  -0.96  -0.101
C  1.06  0.80  -0.08  -0.099
C  -0.27  0.17  0.48  -0.588
C  0.62  0.19  -1.42  -0.189
C  -0.06  -1.12  1.23  -0.026
H  0.50  -0.89  2.14  0.087
H  -1.29  -1.03  -1.21  0.111
H  1.14  -0.75  -1.59  0.105
H  -1.01  -1.61  1.50  0.086
H  2.12  0.58  0.20  0.117
H  -1.52  0.73  -1.29  0.112
H  -1.81  0.89  1.41  0.096
H  0.52  -1.83  0.63  0.089
H  0.73  0.86  -2.25  0.092
H  0.99  1.90  -0.05  0.112

No. 2
# C54H53MnN5OPS3

A structure of composition C54H53MnN5OPS3 at a distorted geometry (the ωB97M-V functional and the def2-TZVPD basis, OMol25).

Properties
LUMO energy (spin up / spin down) = -2.54 / -2.54 eV
orbital gap (spin up / spin down) = 4.4 / 4.6 eV
HOMO energy (spin up / spin down) = -6.93 / -7.18 eV
ΔE to the lowest compared entry with this formula, charge and spin = 4.661 eV
largest force on an atom = 0.0674 hartree/bohr
2S+1 = 6
charge = +1
calculated total energy = -139456.1936 eV
⟨S²⟩ = 8.773

Each line ends with the Löwdin charge.
Geometry (Å):
Mn  14.00  10.92  11.42  0.612
S  15.10  13.99  11.48  0.777
S  12.80  15.53  11.34  0.847
S  11.29  13.04  11.50  1.158
P  16.06  9.23  10.42  0.890
O  23.71  10.92  14.72  0.048
N  14.56  12.69  11.91  -0.366
N  13.20  10.15  13.54  -0.306
N  11.84  14.53  11.86  -0.468
N  14.14  15.09  10.73  -0.353
N  12.61  9.95  10.48  -0.136
C  9.67  13.03  12.32  -0.353
C  16.47  14.56  9.06  -0.028
C  11.14  9.17  12.16  -0.216
C  9.50  13.69  9.46  -0.045
C  17.65  13.58  10.93  -0.071
C  9.91  13.00  7.15  -0.037
C  16.37  9.96  8.79  -0.390
C  10.27  9.45  9.87  -0.056
C  11.06  12.29  7.57  -0.048
C  16.86  11.36  6.41  -0.087
C  22.78  11.49  14.64  -0.048
C  16.46  16.38  15.00  -0.070
C  15.28  7.60  10.12  -0.270
C  17.73  8.76  11.06  -0.285
C  9.06  8.89  10.25  -0.115
C  10.79  17.71  7.91  -0.056
C  15.67  11.53  7.09  -0.108
C  12.56  11.28  14.25  -0.076
C  10.73  13.11  9.83  -0.380
C  9.97  8.54  12.46  -0.089
C  10.91  17.14  10.22  -0.053
C  15.77  14.89  12.86  -0.372
C  7.70  14.07  13.19  -0.053
C  12.92  17.40  14.97  -0.018
C  9.10  13.62  8.12  -0.056
C  15.47  10.91  8.28  -0.120
C  18.79  13.60  10.16  -0.078
C  12.53  16.24  8.70  -0.058
C  16.49  14.06  10.38  -0.327
C  11.94  16.97  7.67  -0.037
C  16.21  16.15  12.57  -0.060
C  11.46  12.39  8.89  -0.106
C  17.66  14.50  8.28  -0.045
C  14.20  9.49  14.42  -0.094
C  12.69  16.40  13.99  -0.049
C  13.41  18.73  14.63  -0.020
C  16.09  15.07  15.21  -0.046
C  7.13  12.79  13.31  -0.042
C  12.30  9.03  13.12  -0.166
C  12.06  16.36  9.97  -0.319
C  17.80  10.50  6.95  -0.067
C  18.78  14.00  8.88  -0.090
C  10.33  17.82  9.19  -0.071
C  15.69  14.33  14.10  -0.070
C  9.03  14.21  12.72  -0.088
C  11.40  9.54  10.78  -0.460
C  9.05  11.77  12.34  -0.063
C  13.40  17.98  12.31  -0.078
C  13.68  18.96  13.27  -0.064
C  12.90  16.75  12.67  -0.309
C  7.82  11.62  12.92  -0.024
C  17.51  9.73  8.09  -0.100
C  16.54  16.93  13.70  -0.039
C  8.88  8.50  11.57  -0.155
H  7.40  10.65  13.01  0.103
H  11.84  8.67  14.03  0.106
H  9.89  8.06  13.42  0.101
H  16.97  17.93  13.71  0.115
H  14.17  19.87  12.96  0.108
H  13.61  18.24  11.24  0.141
H  11.61  11.41  13.79  0.043
H  12.40  11.03  15.30  0.090
H  14.52  11.10  8.71  0.053
H  15.83  6.97  9.39  0.057
H  10.27  18.28  7.12  0.131
H  12.40  17.04  6.67  0.126
H  14.24  7.67  9.79  0.029
H  12.34  15.40  14.22  0.116
H  18.48  9.55  10.93  0.041
H  16.34  16.43  11.52  0.128
H  17.60  14.86  7.28  0.104
H  13.41  15.63  8.54  0.093
H  16.65  17.03  15.82  0.104
H  18.25  7.89  10.58  0.059
H  16.92  11.93  5.48  0.108
H  19.71  14.08  8.31  0.125
H  15.37  7.09  11.08  0.033
H  9.63  10.96  11.98  0.051
H  14.94  12.26  6.70  0.115
H  10.52  17.17  11.22  0.115
H  12.26  11.73  9.17  0.047
H  10.39  9.69  8.87  0.057
H  13.28  12.14  14.11  0.068
H  12.86  17.13  16.01  0.098
H  8.14  14.03  7.82  0.108
H  6.18  12.66  13.77  0.097
H  8.89  14.28  10.17  0.119
H  17.73  13.40  12.03  0.141
H  18.71  10.29  6.41  0.102
H  17.59  8.54  12.10  0.018
H  13.04  8.36  12.71  0.110
H  8.27  8.82  9.49  0.102
H  15.30  13.31  14.17  0.099
H  13.67  19.45  15.40  0.110
H  14.89  10.18  14.90  0.086
H  18.21  9.00  8.42  0.094
H  15.95  14.67  16.22  0.121
H  9.64  18.53  9.51  0.105
H  9.46  15.16  12.67  0.076
H  7.99  7.94  11.78  0.081
H  7.14  14.98  13.49  0.116
H  13.68  8.98  15.24  0.092
H  11.44  11.56  6.93  0.096
H  9.53  12.88  6.14  0.106
H  19.77  13.27  10.54  0.131
H  14.72  8.75  13.91  0.053
H  15.51  14.88  8.63  0.094

No. 3
# C43H46Cl2KN9O3P2S2

A structure of composition C43H46Cl2KN9O3P2S2 at a distorted geometry (the ωB97M-V functional and the def2-TZVPD basis, OMol25).

Properties
LUMO energy = -0.19 eV
orbital gap = 6.4 eV
HOMO energy = -6.64 eV
ΔE to the lowest compared entry with this formula, charge and spin = 0.000 eV
largest force on an atom = 0.0216 hartree/bohr
2S+1 = 1
charge = 0
calculated total energy = -146514.4468 eV

Each line ends with the Löwdin charge.
Geometry (Å):
K  0.15  -0.98  0.13  0.340
Cl  -2.67  -0.16  -0.36  0.590
Cl  -5.27  -1.11  -1.23  0.564
S  -0.83  -1.71  -3.12  0.680
S  -1.21  -0.08  2.71  0.599
P  2.12  1.16  -1.41  0.996
P  -0.09  2.11  0.00  0.949
O  -3.88  -1.51  8.77  0.099
O  -3.85  -3.50  7.83  0.092
O  1.84  -0.16  2.03  -0.297
N  1.68  -5.19  -1.05  0.176
N  -3.27  -0.95  -3.68  0.078
N  -1.08  -3.30  0.24  0.064
N  1.59  -3.00  -0.18  0.092
N  3.70  -6.04  -1.74  0.164
N  1.03  2.46  -1.24  -0.527
N  3.65  -3.89  -0.93  0.178
N  -3.05  -3.07  -2.82  0.100
N  3.53  -1.77  -0.11  0.182
C  6.01  3.61  -1.82  -0.088
C  -2.33  -5.75  -0.21  -0.057
C  -0.99  -5.57  -0.51  -0.004
C  -2.90  -1.74  6.57  -0.156
C  1.16  1.11  -4.14  -0.116
C  1.42  5.10  2.43  -0.084
C  -0.64  3.25  2.41  -0.158
C  -2.07  0.11  5.27  -0.122
C  -1.59  2.85  -0.79  -0.368
C  -0.48  4.10  3.49  -0.076
C  -3.03  -4.68  0.33  -0.049
C  -3.84  3.75  -2.15  -0.100
C  1.90  0.52  -3.12  -0.399
C  -2.61  -0.37  6.43  -0.039
C  2.33  -1.05  3.01  -0.163
C  1.13  3.78  -1.86  -0.133
C  -2.47  -1.91  -3.19  -1.002
C  4.26  2.63  -0.50  -0.114
C  -2.01  -2.11  4.35  -0.111
C  0.23  3.33  1.32  -0.345
C  1.03  -4.16  -0.52  -0.288
C  -1.88  2.37  -2.06  -0.160
C  -2.57  -2.59  5.51  -0.021
C  -2.99  2.82  -2.75  -0.105
C  -0.40  -4.33  -0.26  -0.225
C  -2.45  3.76  -0.19  -0.066
C  2.51  -0.71  -3.36  -0.135
C  1.04  0.48  -5.37  -0.098
C  1.28  4.24  1.35  -0.088
C  -2.35  -3.48  0.53  -0.161
C  -1.78  -0.74  4.19  -0.698
C  5.45  3.07  -2.96  -0.080
C  2.39  -1.33  -4.59  -0.094
C  -4.35  0.27  -0.61  -0.914
C  3.69  2.09  -1.65  -0.356
C  -3.56  -2.33  7.74  -0.490
C  4.30  2.31  -2.89  -0.079
C  2.99  -5.01  -1.23  -0.448
C  0.54  5.04  3.50  -0.089
C  -3.56  4.21  -0.88  -0.078
C  5.41  3.39  -0.59  -0.083
C  1.65  -0.74  -5.59  -0.100
C  2.91  -2.92  -0.41  -0.455
H  -4.26  -1.09  -3.77  0.077
H  6.90  4.22  -1.88  0.101
H  0.45  0.95  -6.15  0.104
H  3.79  2.45  0.46  0.101
H  0.54  4.50  -1.28  0.081
H  -4.41  1.08  -1.34  0.016
H  1.53  -1.23  -6.55  0.103
H  -4.70  4.11  -2.69  0.102
H  -2.47  -3.74  -2.35  0.067
H  -1.41  2.50  2.40  0.036
H  3.24  -6.91  -1.92  0.104
H  0.64  5.71  4.33  0.100
H  2.00  4.29  0.55  0.080
H  3.87  1.90  -3.79  0.100
H  5.85  3.81  0.31  0.103
H  -2.81  0.34  7.23  0.104
H  -4.05  -3.11  -2.65  0.069
H  5.92  3.24  -3.92  0.103
H  4.53  -1.76  -0.15  0.119
H  2.86  -2.29  -4.75  0.106
H  2.17  4.12  -1.89  0.077
H  2.16  -0.66  4.02  0.088
H  2.22  5.83  2.44  0.102
H  -3.60  -0.60  8.60  0.079
H  -2.81  -6.70  -0.37  0.109
H  -4.07  -4.77  0.60  0.109
H  -1.77  -2.78  3.54  0.088
H  0.67  2.06  -3.98  0.081
H  -1.23  1.63  -2.51  0.079
H  0.91  0.03  2.30  -0.090
H  -2.84  -0.10  -4.01  0.081
H  0.74  3.79  -2.88  0.069
H  1.85  -2.03  2.93  0.083
H  3.40  -1.16  2.85  0.076
H  -0.38  -6.36  -0.92  0.104
H  -1.86  1.17  5.17  0.090
H  -4.23  4.93  -0.42  0.105
H  -1.16  4.03  4.33  0.103
H  -2.86  -2.63  0.97  0.082
H  3.08  -1.17  -2.57  0.081
H  4.69  -5.96  -1.81  0.103
H  -2.24  4.14  0.80  0.095
H  -3.20  2.47  -3.75  0.100
H  -4.79  0.55  0.35  0.044
H  -2.77  -3.65  5.64  0.117
H  3.03  -1.08  0.44  0.044

Among the records above, which one has the highest ΔE to the lowest compared entry with this formula, charge and spin? C54H53MnN5OPS3

What is the formula in the first record? C5H10O

Among the records above, which one has the highest calculated total energy? C5H10O